C90H208N12O20 | ωB97M-V/def2-TZVPD

Bonds (Å) are listed after each position.
Geometry (Å):
1 C 25.71274 23.05196 11.83092  C2 1.551, H5 1.076, H6 1.119, H7 1.110
2 C 25.55190 24.57764 11.60315  C1 1.551, C3 1.524, O4 1.397, H8 1.093
3 C 24.53054 25.17925 12.56024  C2 1.524, H9 1.065, H10 1.121, H11 1.080
4 O 26.79076 25.21768 11.69310  C2 1.397, H12 0.967
5 H 26.33554 23.10281 12.70645  C1 1.076
6 H 26.26784 22.50654 11.02620  C1 1.119
7 H 24.75462 22.54465 12.07034  C1 1.110
8 H 25.23203 24.81897 10.58649  C2 1.093
9 H 24.79251 25.04875 13.58459  C3 1.065
10 H 23.54547 24.65300 12.46429  C3 1.121
11 H 24.44216 26.22594 12.31037  C3 1.080
12 H 27.38178 25.03094 12.43481  O4 0.967
13 C 15.85892 23.47721 9.95483  O14 1.354, H22 1.082, H23 1.114, H24 1.111
14 O 14.73193 24.11370 10.35273  C13 1.354, C15 1.394
15 C 14.93628 25.02575 11.38744  O14 1.394, C16 1.477, H25 1.130, H26 1.131
16 C 13.80458 25.93273 11.66833  C15 1.477, N17 1.529, H27 1.125, H28 1.120
17 N 13.27334 26.64159 10.42191  C16 1.529, C18 1.465, H29 1.063
18 C 14.26102 27.62346 9.96805  N17 1.465, C19 1.495, H30 1.034, H31 1.047
19 C 13.97416 28.18153 8.61095  C18 1.495, O20 1.345, H32 1.112, H33 1.087
20 O 14.14878 27.23293 7.67292  C19 1.345, C21 1.425
21 C 13.19913 26.95988 6.64647  O20 1.425, H34 1.094, H35 1.053, H36 1.089
22 H 16.27863 22.82576 10.71038  C13 1.082
23 H 16.69989 24.10851 9.58826  C13 1.114
24 H 15.55288 22.90181 9.05565  C13 1.111
25 H 15.84655 25.61582 11.07238  C15 1.130
26 H 15.23640 24.52254 12.35503  C15 1.131
27 H 14.03417 26.82254 12.31687  C16 1.125
28 H 12.96074 25.35218 12.12264  C16 1.120
29 H 13.24167 25.93015 9.63218  N17 1.063
30 H 15.24124 27.29520 9.93347  C18 1.034
31 H 14.17219 28.46871 10.57914  C18 1.047
32 H 14.68831 29.02705 8.50610  C19 1.112
33 H 12.96999 28.59793 8.62991  C19 1.087
34 H 13.35159 25.90746 6.39122  C21 1.094
35 H 13.35481 27.55646 5.79285  C21 1.053
36 H 12.20069 27.10940 7.05510  C21 1.089
37 C 17.35086 17.11048 16.57037  O38 1.508, H46 1.118, H47 1.131, H48 1.077
38 O 18.83773 17.31030 16.72545  C37 1.508, C39 1.433
39 C 19.07613 18.26886 17.76408  O38 1.433, C40 1.513, H49 1.064, H50 1.058
40 C 20.51927 18.18804 18.21222  C39 1.513, N41 1.415, H51 1.058, H52 1.088
41 N 20.81582 19.35648 18.95285  C40 1.415, C42 1.448, H53 1.049
42 C 22.17720 19.25928 19.43636  N41 1.448, C43 1.528, H54 1.133, H55 1.136
43 C 23.29821 19.51431 18.42983  C42 1.528, O44 1.430, H56 1.065, H57 1.068
44 O 23.50615 18.51136 17.43250  C43 1.430, C45 1.387
45 C 24.45557 18.91987 16.50795  O44 1.387, H58 1.100, H59 1.090, H60 1.093
46 H 16.89038 16.89229 17.56527  C37 1.118
47 H 17.22203 16.19512 15.91790  C37 1.131
48 H 16.96151 17.93434 15.99640  C37 1.077
49 H 18.45538 18.11292 18.61415  C39 1.064
50 H 18.79829 19.21668 17.38388  C39 1.058
51 H 21.10137 18.06082 17.33740  C40 1.058
52 H 20.64850 17.29894 18.82532  C40 1.088
53 H 20.72085 20.22563 18.37240  N41 1.049
54 H 22.26057 18.22537 19.89202  C42 1.133
55 H 22.36665 20.02729 20.25106  C42 1.136
56 H 24.16129 19.71380 19.02092  C43 1.065
57 H 23.05978 20.44474 17.96212  C43 1.068
58 H 25.47838 19.04680 16.89104  C45 1.100
59 H 24.26932 19.88230 16.03210  C45 1.090
60 H 24.58164 18.13689 15.75644  C45 1.093
61 C 24.08389 14.65732 17.23145  O62 1.388, H70 1.071, H71 1.128, H72 1.009
62 O 23.27917 14.83956 16.11571  C61 1.388, C63 1.403
63 C 21.94892 15.26800 16.24111  O62 1.403, C64 1.449, H73 1.066, H74 1.087
64 C 21.06488 14.77903 15.20281  C63 1.449, N65 1.447, H75 1.105, H76 1.080
65 N 21.34029 15.31902 13.88837  C64 1.447, C66 1.471, H77 1.015
66 C 20.28354 15.01902 12.90964  N65 1.471, C67 1.487, H78 1.126, H79 1.113
67 C 20.44185 15.76707 11.63403  C66 1.487, O68 1.426, H80 1.109, H81 1.083
68 O 19.44918 15.17674 10.79701  C67 1.426, C69 1.380
69 C 19.47647 15.37612 9.43145  O68 1.380, H82 1.097, H83 1.108, H84 1.079
70 H 23.65599 13.85012 17.78997  C61 1.071
71 H 24.11952 15.57157 17.89166  C61 1.128
72 H 25.03624 14.48392 16.94699  C61 1.009
73 H 22.02182 16.33036 16.19097  C63 1.066
74 H 21.52343 14.89117 17.16746  C63 1.087
75 H 20.00362 14.98446 15.43394  C64 1.105
76 H 21.11762 13.70749 15.08154  C64 1.080
77 H 22.22017 14.85576 13.68540  N65 1.015
78 H 19.29732 15.19647 13.42424  C66 1.126
79 H 20.28907 13.92877 12.68574  C66 1.113
80 H 21.47562 15.57034 11.28265  C67 1.109
81 H 20.23494 16.82987 11.61840  C67 1.083
82 H 20.39869 15.11660 8.89775  C69 1.097
83 H 19.28439 16.39218 9.03273  C69 1.108
84 H 18.68906 14.69116 9.15799  C69 1.079
85 C 9.92874 18.57324 15.08292  O86 1.424, H94 1.093, H95 1.071, H96 1.101
86 O 11.01683 19.08355 14.31888  C85 1.424, C87 1.405
87 C 10.86320 20.44038 13.98660  O86 1.405, C88 1.527, H97 1.053, H98 1.118
88 C 11.70728 20.80907 12.76856  C87 1.527, N89 1.457, H99 1.108, H100 1.158
89 N 13.14618 20.59108 12.82771  C88 1.457, C90 1.517, H101 0.993
90 C 13.77641 20.88838 11.48058  N89 1.517, C91 1.498, H102 1.119, H103 1.079
91 C 15.19602 20.43288 11.33489  C90 1.498, O92 1.400, H104 1.104, H105 1.080
92 O 15.27353 19.05762 11.58306  C91 1.400, C93 1.434
93 C 16.48142 18.48767 11.06081  O92 1.434, H106 1.077, H107 1.116, H108 1.081
94 H 9.90601 18.84433 16.14131  C85 1.093
95 H 10.12547 17.52015 15.06291  C85 1.071
96 H 9.01191 18.82543 14.52722  C85 1.101
97 H 11.20539 21.03928 14.78160  C87 1.053
98 H 9.79820 20.72953 13.80476  C87 1.118
99 H 11.50409 21.87642 12.55010  C88 1.108
100 H 11.27138 20.32345 11.81210  C88 1.158
101 H 13.33495 19.62984 12.99307  N89 0.993
102 H 13.85054 21.98149 11.25310  C90 1.119
103 H 13.26800 20.41246 10.65638  C90 1.079
104 H 15.92925 20.97013 11.96220  C91 1.104
105 H 15.42992 20.71666 10.31995  C91 1.080
106 H 16.76872 18.93634 10.12451  C93 1.077
107 H 16.31586 17.38855 10.96302  C93 1.116
108 H 17.30221 18.65081 11.74586  C93 1.081
109 C 23.40576 20.22863 13.25448  O110 1.410, H118 1.124, H119 1.102, H120 1.085
110 O 22.22247 20.05081 14.00005  C109 1.410, C111 1.464
111 C 21.56132 18.79879 13.62639  O110 1.464, C112 1.572, H121 1.066, H122 1.108
112 C 20.09448 18.89107 14.18542  C111 1.572, N113 1.484, H123 1.102, H124 1.127
113 N 19.47070 20.22397 13.99506  C112 1.484, C114 1.462, H125 0.999
114 C 18.19277 20.42507 14.67720  N113 1.462, C115 1.449, H126 1.099, H127 1.072
115 C 17.66887 21.73665 14.35509  C114 1.449, O116 1.448, H128 1.122, H129 1.097
116 O 18.27762 22.85625 15.04188  C115 1.448, C117 1.417
117 C 17.73615 24.04459 14.49260  O116 1.417, H130 1.129, H131 1.087, H132 1.156
118 H 23.81805 19.20893 13.02203  C109 1.124
119 H 24.17169 20.69103 13.89710  C109 1.102
120 H 23.26497 20.77400 12.32707  C109 1.085
121 H 22.12275 18.02602 14.10043  C111 1.066
122 H 21.53705 18.66450 12.52647  C111 1.108
123 H 20.11592 18.71727 15.27338  C112 1.102
124 H 19.39703 18.14436 13.70893  C112 1.127
125 H 20.10867 20.95553 14.22996  N113 0.999
126 H 18.33544 20.44585 15.76695  C114 1.099
127 H 17.50819 19.66629 14.35439  C114 1.072
128 H 16.56864 21.79803 14.56388  C115 1.122
129 H 17.82104 21.88765 13.27876  C115 1.097
130 H 17.75518 23.97939 13.36518  C117 1.129
131 H 18.25292 24.98369 14.67232  C117 1.087
132 H 16.61951 24.13294 14.77931  C117 1.156
133 C 22.32717 22.52146 16.39946  O134 1.394, H142 1.074, H143 1.046, H144 1.120
134 O 21.16839 22.28990 17.13837  C133 1.394, C135 1.460
135 C 20.42928 23.53561 17.32198  O134 1.460, C136 1.501, H145 1.103, H146 1.090
136 C 19.15692 23.13064 18.00722  C135 1.501, N137 1.468, H147 1.071, H148 1.095
137 N 18.44295 24.30644 18.51946  C136 1.468, C138 1.473, H149 0.976
138 C 17.98237 24.23250 19.91638  N137 1.473, C139 1.461, H150 1.095, H151 1.077
139 C 17.12312 25.33325 20.34448  C138 1.461, O140 1.439, H152 1.069, H153 1.082
140 O 15.94208 25.24109 19.52763  C139 1.439, C141 1.395
141 C 15.20065 26.40187 19.74789  O140 1.395, H154 1.096, H155 1.075, H156 1.112
142 H 22.78986 21.59971 16.09958  C133 1.074
143 H 23.12852 23.01030 16.86062  C133 1.046
144 H 22.16005 23.15725 15.49293  C133 1.120
145 H 20.26846 24.00248 16.33598  C135 1.103
146 H 21.01972 24.22854 17.92211  C135 1.090
147 H 19.45058 22.58078 18.87842  C136 1.071
148 H 18.51694 22.48455 17.39678  C136 1.095
149 H 17.62207 24.39586 17.99838  N137 0.976
150 H 18.81360 24.02955 20.59960  C138 1.095
151 H 17.41630 23.34296 20.13722  C138 1.077
152 H 17.54863 26.25887 20.02032  C139 1.069
153 H 16.82885 25.18144 21.37508  C139 1.082
154 H 15.76819 27.31635 19.54056  C141 1.096
155 H 14.79653 26.28877 20.73769  C141 1.075
156 H 14.30686 26.37878 19.08680  C141 1.112
157 C 27.52138 19.80290 11.58669  O158 1.475, H166 1.114, H167 1.081, H168 1.107
158 O 28.39187 20.61749 12.45578  C157 1.475, C159 1.430
159 C 29.66601 20.77451 11.82676  O158 1.430, C160 1.471, H169 1.110, H170 1.109
160 C 30.52467 21.47144 12.79679  C159 1.471, N161 1.438, H171 1.098, H172 1.068
161 N 30.10558 22.77932 13.22372  C160 1.438, C162 1.512, H173 1.026
162 C 30.00840 23.73866 12.05912  N161 1.512, C163 1.508, H174 1.116, H175 1.079
163 C 29.92346 25.08708 12.72857  C162 1.508, O164 1.447, H176 1.119, H177 1.104
164 O 28.78781 25.11745 13.62514  C163 1.447, C165 1.414
165 C 28.85130 26.35409 14.30806  O164 1.414, H178 1.132, H179 1.082, H180 1.097
166 H 27.55976 20.17272 10.53643  C157 1.114
167 H 26.51400 19.89445 11.96690  C157 1.081
168 H 27.89153 18.75976 11.62188  C157 1.107
169 H 29.60242 21.42383 10.92894  C159 1.110
170 H 30.09268 19.83074 11.43157  C159 1.109
171 H 31.56536 21.37949 12.45852  C160 1.098
172 H 30.46603 20.94279 13.72260  C160 1.068
173 H 29.16977 22.67206 13.62961  N161 1.026
174 H 29.13732 23.49435 11.40537  C162 1.116
175 H 30.90870 23.70211 11.46542  C162 1.079
176 H 29.77983 25.88330 11.95566  C163 1.119
177 H 30.79950 25.43972 13.30043  C163 1.104
178 H 27.98368 26.50396 15.01883  C165 1.132
179 H 28.69150 27.18243 13.62982  C165 1.082
180 H 29.81070 26.31842 14.83875  C165 1.097
181 C 20.86816 23.03428 12.80688  C182 1.561, H192 1.147, H193 1.081, H194 1.099
182 C 20.73895 22.92594 11.25545  C181 1.561, C183 1.546, N187 1.487, C191 1.549
183 C 22.12990 23.21937 10.64671  C182 1.546, C184 1.517, H195 1.088, H196 1.071
184 C 22.19757 22.98596 9.14926  C183 1.517, C185 1.547, H197 1.146, H198 1.077
185 C 22.00666 21.46567 8.93413  C184 1.547, C186 1.550, H199 1.097, H200 1.113
186 C 20.67254 20.94106 9.52230  C185 1.550, N187 1.462, C189 1.577, C190 1.560
187 N 20.55115 21.50299 10.86599  C182 1.487, C186 1.462, O188 1.531
188 O 19.14964 21.07772 11.31140  N187 1.531, H210 1.014
189 C 19.47861 21.31201 8.56172  C186 1.577, H201 1.113, H202 1.084, H203 1.085
190 C 20.68446 19.39239 9.70899  C186 1.560, H204 1.098, H205 1.075, H206 1.079
191 C 19.58946 23.88956 10.86952  C182 1.549, H207 1.095, H208 1.162, H209 1.121
192 H 20.90693 24.16468 12.99489  C181 1.147
193 H 21.70925 22.59315 13.32402  C181 1.081
194 H 19.96245 22.75861 13.36482  C181 1.099
195 H 22.23770 24.25000 10.97824  C183 1.088
196 H 22.93353 22.68285 11.10914  C183 1.071
197 H 23.21508 23.24373 8.68811  C184 1.146
198 H 21.48109 23.57332 8.59921  C184 1.077
199 H 22.81949 20.97785 9.48635  C185 1.097
200 H 21.94960 21.14301 7.87048  C185 1.113
201 H 19.46625 22.35566 8.17491  C189 1.113
202 H 19.48006 20.60686 7.73798  C189 1.084
203 H 18.59690 21.27407 9.19280  C189 1.085
204 H 19.80394 18.90810 10.15173  C190 1.098
205 H 20.88343 18.96936 8.74104  C190 1.075
206 H 21.50457 19.09347 10.34334  C190 1.079
207 H 19.77358 24.87360 11.31429  C191 1.095
208 H 18.57282 23.44566 11.21478  C191 1.162
209 H 19.52368 24.07974 9.76652  C191 1.121
210 H 19.33867 20.72085 12.24171  O188 1.014
211 C 17.23591 27.28487 13.23467  C212 1.563, H222 1.072, H223 1.100, H224 1.090
212 C 17.09657 28.78498 13.65015  C211 1.563, C213 1.534, N217 1.437, C221 1.551
213 C 15.61472 29.10730 13.88170  C212 1.534, C214 1.536, H225 1.104, H226 1.066
214 C 15.02282 28.53387 15.17827  C213 1.536, C215 1.546, H227 1.127, H228 1.107
215 C 15.89004 28.95986 16.38560  C214 1.546, C216 1.605, H229 1.078, H230 1.105
216 C 17.45715 28.73391 16.12394  C215 1.605, N217 1.398, C219 1.533, C220 1.595
217 N 17.75719 29.22271 14.84912  C212 1.437, C216 1.398, O218 1.405
218 O 19.13997 29.07008 14.65052  N217 1.405, H240 0.966
219 C 18.22445 29.51680 17.19585  C216 1.533, H231 1.091, H232 1.121, H233 1.057
220 C 17.77208 27.18686 16.34997  C216 1.595, H234 1.082, H235 1.092, H236 1.082
221 C 17.62524 29.66603 12.48812  C212 1.551, H237 1.092, H238 1.112, H239 1.113
222 H 17.20065 27.18372 12.16782  C211 1.072
223 H 16.55044 26.61327 13.77220  C211 1.100
224 H 18.20824 26.89157 13.53209  C211 1.090
225 H 15.52059 30.20657 13.84952  C213 1.104
226 H 15.17539 28.76158 12.97372  C213 1.066
227 H 15.04438 27.41695 15.03029  C214 1.127
228 H 13.95143 28.80874 15.21896  C214 1.107
229 H 15.60543 28.33143 17.21375  C215 1.078
230 H 15.62657 29.97692 16.72676  C215 1.105
231 H 18.30719 30.59710 17.06383  C219 1.091
232 H 17.62094 29.46496 18.13936  C219 1.121
233 H 19.14093 29.06071 17.45980  C219 1.057
234 H 17.88147 27.06491 17.41991  C220 1.082
235 H 16.96330 26.55347 15.98037  C220 1.092
236 H 18.72473 26.93163 15.90434  C220 1.082
237 H 16.86898 29.62463 11.70167  C221 1.092
238 H 18.55886 29.24636 12.05260  C221 1.112
239 H 17.75908 30.75319 12.68654  C221 1.113
240 H 19.46225 29.97676 14.74053  O218 0.966
241 C 27.77558 24.69559 17.79767  C242 1.578, H252 1.104, H253 1.080, H254 1.062
242 C 26.86230 23.41281 17.89716  C241 1.578, C243 1.559, N247 1.489, C251 1.515
243 C 26.34476 22.87695 16.52812  C242 1.559, C244 1.559, H255 1.147, H256 1.141
244 C 27.50756 22.38892 15.61084  C243 1.559, C245 1.539, H257 1.145, H258 1.113
245 C 28.12043 21.20012 16.37257  C244 1.539, C246 1.552, H259 1.089, H260 1.152
246 C 28.70153 21.65662 17.73708  C245 1.552, N247 1.483, C249 1.580, C250 1.582
247 N 27.64154 22.31729 18.53697  C242 1.489, C246 1.483, O248 1.405
248 O 28.16249 22.67807 19.79130  N247 1.405, H270 0.965
249 C 29.14072 20.32199 18.45948  C246 1.580, H261 1.070, H262 1.119, H263 1.099
250 C 29.99064 22.53253 17.46480  C246 1.582, H264 1.125, H265 1.123, H266 1.091
251 C 25.65740 23.73787 18.75540  C242 1.515, H267 1.078, H268 1.068, H269 1.129
252 H 28.37191 24.75476 18.72430  C241 1.104
253 H 27.18161 25.59538 17.86076  C241 1.080
254 H 28.40271 24.79159 16.94658  C241 1.062
255 H 25.65662 21.98696 16.74990  C243 1.147
256 H 25.78656 23.76634 16.08280  C243 1.141
257 H 28.30382 23.18625 15.40521  C244 1.145
258 H 27.10202 22.01343 14.64502  C244 1.113
259 H 28.83928 20.68577 15.73582  C245 1.089
260 H 27.28172 20.43589 16.56942  C245 1.152
261 H 29.77947 19.73491 17.83368  C249 1.070
262 H 29.61845 20.54396 19.44717  C249 1.119
263 H 28.35569 19.58482 18.67844  C249 1.099
264 H 29.86444 23.28499 16.63810  C250 1.125
265 H 30.31326 22.97308 18.44647  C250 1.123
266 H 30.83827 21.88877 17.22313  C250 1.091
267 H 25.00666 24.48799 18.33677  C251 1.078
268 H 25.94413 24.11620 19.71219  C251 1.068
269 H 25.06993 22.77904 18.86108  C251 1.129
270 H 27.60888 22.24573 20.45342  O248 0.965
271 C 12.07212 23.82711 14.77115  C272 1.545, H282 1.075, H283 1.074, H284 1.107
272 C 12.88038 23.54814 16.05855  C271 1.545, C273 1.511, N277 1.505, C281 1.560
273 C 11.93716 23.39457 17.22946  C272 1.511, C274 1.573, H285 1.045, H286 1.139
274 C 12.66035 22.83374 18.50866  C273 1.573, C275 1.524, H287 1.073, H288 1.087
275 C 13.17289 21.44967 18.12694  C274 1.524, C276 1.575, H289 1.091, H290 1.138
276 C 14.20332 21.58025 16.94254  C275 1.575, N277 1.447, C279 1.521, C280 1.546
277 N 13.48602 22.18750 15.84203  C272 1.505, C276 1.447, O278 1.445
278 O 14.37111 22.31936 14.70741  N277 1.445, H300 0.970
279 C 15.47207 22.30503 17.36641  C276 1.521, H291 1.070, H292 1.102, H293 1.079
280 C 14.49514 20.14562 16.44660  C276 1.546, H294 1.114, H295 1.128, H296 1.118
281 C 13.91961 24.70298 16.20439  C272 1.560, H297 1.085, H298 1.076, H299 1.086
282 H 11.44825 22.97453 14.57491  C271 1.075
283 H 12.83951 23.81805 14.01983  C271 1.074
284 H 11.68007 24.86133 14.82641  C271 1.107
285 H 11.49341 24.29619 17.51713  C273 1.045
286 H 11.04827 22.73971 16.95095  C273 1.139
287 H 11.95537 22.73281 19.31115  C274 1.073
288 H 13.46137 23.49066 18.83858  C274 1.087
289 H 12.29886 20.90364 17.77004  C275 1.091
290 H 13.55382 20.82243 18.99637  C275 1.138
291 H 16.01292 22.64122 16.50603  C279 1.070
292 H 15.32341 23.15702 18.04984  C279 1.102
293 H 16.18476 21.71811 17.92552  C279 1.079
294 H 14.96108 20.09127 15.43611  C280 1.114
295 H 15.19288 19.56551 17.11722  C280 1.128
296 H 13.61425 19.47350 16.29421  C280 1.118
297 H 13.34942 25.60416 16.00431  C281 1.085
298 H 14.74159 24.73111 15.50998  C281 1.076
299 H 14.28843 24.80096 17.22137  C281 1.086
300 H 14.01503 21.67750 14.07319  O278 0.970
301 C 23.17214 29.02810 20.42132  C302 1.622, H312 1.106, H313 1.091, H314 1.120
302 C 22.70464 28.65714 18.91260  C301 1.622, C303 1.550, N307 1.480, C311 1.499
303 C 22.17310 29.93601 18.21709  C302 1.550, C304 1.484, H315 1.113, H316 1.064
304 C 21.86189 29.80751 16.77229  C303 1.484, C305 1.519, H317 1.084, H318 1.108
305 C 23.16946 29.45069 16.08608  C304 1.519, C306 1.606, H319 1.135, H320 1.117
306 C 23.77599 28.06106 16.61626  C305 1.606, N307 1.489, C309 1.530, C310 1.539
307 N 23.85752 28.21671 18.09524  C302 1.480, C306 1.489, O308 1.444
308 O 24.29372 27.00111 18.74153  N307 1.444, H330 0.983
309 C 22.98140 26.90952 15.99663  C306 1.530, H321 1.136, H322 1.072, H323 1.094
310 C 25.20076 27.84234 16.07586  C306 1.539, H324 1.089, H325 1.055, H326 1.132
311 C 21.65307 27.59088 18.98083  C302 1.499, H327 1.097, H328 1.093, H329 1.075
312 H 23.94472 29.81887 20.45230  C301 1.106
313 H 23.61234 28.23590 21.02844  C301 1.091
314 H 22.32404 29.35564 21.07476  C301 1.120
315 H 21.27655 30.25530 18.79485  C303 1.113
316 H 22.91488 30.69668 18.27717  C303 1.064
317 H 21.66855 30.80537 16.39667  C304 1.084
318 H 21.05421 29.12730 16.43686  C304 1.108
319 H 23.97693 30.24198 16.18671  C305 1.135
320 H 23.01993 29.12824 15.02665  C305 1.117
321 H 23.09760 25.93566 16.56922  C309 1.136
322 H 21.92555 27.07309 15.91505  C309 1.072
323 H 23.27133 26.79967 14.94717  C309 1.094
324 H 25.95850 28.49282 16.51003  C310 1.089
325 H 25.36753 26.84772 16.38545  C310 1.055
326 H 25.31932 28.02370 14.96484  C310 1.132
327 H 21.95308 26.58261 19.29243  C311 1.097
328 H 21.22587 27.47791 17.98087  C311 1.093
329 H 20.92049 27.84605 19.72486  C311 1.075
330 H 25.23668 27.12686 18.98854  O308 0.983

frontier orbital gap	8.8	eV
highest occupied orbital energy	-8.172	eV
electronic energy	-5715.09480	Eh
strongest force on any atom	0.08565	Eh/bohr
energy above the lowest of the compared OMol25 structures with the same formula, charge and spin	2.8	kcal per mole
net charge	0